Formula: C5H15N2
Source: the OMol25 dataset
Level of theory: ωB97M-V/def2-TZVPD

Calculated values
Net charge: +1
Kohn-Sham gap (spin up / spin down) in eV: 7.88 / 9.12
Energy above the lowest of the compared OMol25 structures with the same formula, charge and spin in kcal per mole: 152.2
Max |F| in eV/A: 5.6
LUMO level (spin up / spin down) in Ha: -0.18190 / -0.15938
Calculated total energy in a.u.: -308.5501

Last columns: bonded neighbours and bond lengths (Å).
Element x y z (Å)
1 C -1.30363 -0.15208 1.37461  N6 1.357, H8 1.122, H9 1.163, H10 1.131
2 C -0.07450 -2.54128 0.16712  H11 1.083, H12 1.095, H13 1.085
3 C -0.46191 1.89110 -0.65774  N7 1.474, H14 1.037, H15 1.098, H16 1.080
4 C 1.29683 0.71479 0.52609  N7 1.438, H17 1.127, H18 1.051, H19 1.123
5 C 0.66632 -0.06426 -1.65627  N7 1.522, H20 1.166, H21 1.175, H22 1.152
6 N -0.82412 -0.33524 0.11895  C1 1.357, N7 1.457
7 N 0.18147 0.59609 -0.37399  C3 1.474, C4 1.438, C5 1.522, N6 1.457
8 H -1.76888 -1.11577 1.71117  C1 1.122
9 H -0.70615 0.26814 2.27917  C1 1.163
10 H -2.20088 0.53661 1.37517  C1 1.131
11 H 0.82778 -2.19586 0.65595  C2 1.083
12 H -0.84457 -3.23746 0.51481  C2 1.095
13 H -0.00712 -2.57843 -0.91480  C2 1.085
14 H -0.66449 2.29682 0.27455  C3 1.037
15 H 0.18133 2.67547 -1.07705  C3 1.098
16 H -1.42751 1.74101 -1.11694  C3 1.080
17 H 1.55997 -0.26941 1.00706  C4 1.127
18 H 2.18917 1.23884 0.34242  C4 1.051
19 H 1.05561 1.29852 1.45508  C4 1.123
20 H 1.04820 0.77214 -2.37331  C5 1.166
21 H 1.47270 -0.89949 -1.47327  C5 1.175
22 H -0.19560 -0.64027 -2.15876  C5 1.152

=====

Formula: C5H15N2
Source: the OMol25 dataset
Level of theory: ωB97M-V/def2-TZVPD

Calculated values
Net charge: +1
Kohn-Sham gap in eV: 11.94
Energy above the lowest of the compared OMol25 structures with the same formula, charge and spin in kcal per mole: 34.6
Max |F| in eV/A: 2.9
LUMO level in Ha: -0.10342
Calculated total energy in a.u.: -308.7375

Last columns: bonded neighbours and bond lengths (Å).
Element x y z (Å)
1 N 0.72702 0.94747 2.76654  C2 1.484, H8 1.020, H10 1.020
2 C -0.54602 0.31960 2.33279  N1 1.484, C3 1.583, H11 1.076, H12 1.081
3 C -0.19717 -0.45724 0.99818  C2 1.583, N4 1.502, H13 1.089, H14 1.082
4 N 0.82863 0.34447 0.24880  C3 1.502, C5 1.525, H9 1.035, H15 1.018
5 C 1.05135 -0.35798 -1.08659  N4 1.525, C6 1.573, H16 1.106, H17 1.118
6 C 0.08319 0.20499 -2.19105  C5 1.573, C7 1.561, H18 1.096, H19 1.096
7 C -1.19845 -0.64722 -2.45069  C6 1.561, H20 1.098, H21 1.087, H22 1.117
8 H 1.12449 0.39600 3.52662  N1 1.020
9 H 1.55608 0.50189 0.96779  N4 1.035
10 H 0.47533 1.78494 3.29225  N1 1.020
11 H -1.01220 -0.38052 3.00460  C2 1.076
12 H -1.33951 0.96726 1.98656  C2 1.081
13 H 0.15552 -1.47122 1.17894  C3 1.089
14 H -1.12464 -0.47349 0.44067  C3 1.082
15 H 0.40174 1.26290 0.14551  N4 1.018
16 H 0.93114 -1.44535 -1.25049  C5 1.106
17 H 2.09833 -0.13820 -1.41261  C5 1.118
18 H 0.71096 -0.02469 -3.05966  C6 1.096
19 H -0.14856 1.27564 -2.14861  C6 1.096
20 H -1.05032 -1.60540 -2.96520  C7 1.098
21 H -2.03288 -0.14040 -2.92883  C7 1.087
22 H -1.49404 -0.86345 -1.39552  C7 1.117